A structure of composition C32H29CrN7O4PS2Se, computed with ωB97M-V/def2-TZVPD.

```
77
Properties=species:S:1:pos:R:3:forces:R:3:lowdin_spin:R:1
Cr -0.534281 0.876417 -0.206456 0.31 0.45 -0.21 2.956
O -4.038057 -0.071468 -1.565950 -0.06 0.00 0.00 -0.002
S -2.757959 -0.316232 -1.008701 -0.15 -0.01 0.01 0.005
O -2.425774 0.413473 0.268758 0.09 0.10 -0.13 0.020
O -1.581680 0.019493 -1.862562 0.11 0.10 0.14 0.013
C -2.668229 -2.003302 -0.490011 0.04 0.04 0.06 0.000
C -3.824464 -2.760374 -0.561789 0.01 0.13 -0.09 0.000
C -3.831957 -4.028846 -0.002065 0.01 -0.14 0.04 -0.001
C -2.697073 -4.512607 0.628291 0.00 -0.08 0.04 0.000
C -1.537264 -3.746872 0.691746 -0.03 0.00 -0.05 -0.001
C -1.503356 -2.479012 0.128978 -0.06 0.11 -0.08 -0.004
P 0.028542 -1.488133 -0.032132 0.16 -0.72 0.02 -0.034
C 0.740457 -2.279194 -1.527694 0.07 0.17 0.05 -0.006
C 0.788119 -1.638386 -2.764037 -0.08 -0.12 0.04 0.000
C 1.293990 -2.303036 -3.874949 -0.04 0.04 -0.02 0.000
C 1.759094 -3.602417 -3.759253 0.03 -0.07 0.01 0.000
C 1.702221 -4.251365 -2.531113 0.02 -0.04 -0.05 0.000
C 1.192231 -3.596163 -1.423994 -0.01 0.01 0.00 -0.002
C 1.157124 -1.973204 1.309446 0.02 -0.01 -0.02 -0.002
C 0.707767 -2.191373 2.611916 -0.04 0.02 -0.04 0.000
C 1.611602 -2.481601 3.623924 0.02 0.01 0.03 0.001
C 2.970718 -2.546444 3.348148 0.02 -0.01 0.02 -0.004
C 3.428576 -2.317325 2.056257 0.02 0.01 0.03 0.001
C 2.528080 -2.030477 1.042149 -0.10 0.03 -0.02 -0.003
H -4.702796 -2.342737 -1.040520 0.08 -0.06 0.06 0.000
H -4.728466 -4.633986 -0.050025 0.04 0.03 0.00 0.000
H -2.705958 -5.501320 1.072663 0.00 0.07 -0.02 0.000
H -0.658381 -4.149632 1.175442 0.04 -0.01 0.04 0.000
H 0.399389 -0.639145 -2.864057 0.00 0.07 -0.04 0.000
H 1.307301 -1.808819 -4.840522 0.00 -0.01 0.08 0.000
H 2.156760 -4.116611 -4.626117 -0.03 0.02 0.04 0.000
H 2.050035 -5.272899 -2.438215 -0.01 0.04 0.00 0.000
H 1.145933 -4.116422 -0.475339 0.04 0.01 0.00 0.000
H -0.347999 -2.131167 2.846305 0.05 -0.08 -0.02 0.002
H 1.253930 -2.654444 4.632763 0.01 0.01 -0.09 0.000
H 3.672191 -2.781713 4.141533 -0.06 0.04 -0.08 0.000
H 4.489718 -2.372027 1.837676 -0.09 0.00 0.01 0.000
H 2.885562 -1.865302 0.031941 0.02 -0.03 0.03 0.000
Se 2.296841 4.091217 2.691916 0.35 0.25 -0.09 0.214
N 1.212314 3.690114 4.042048 -0.08 0.01 0.07 0.257
C 0.445058 2.683429 3.650997 -0.14 -0.31 -0.04 -0.008
C -0.519944 2.045740 4.448046 0.05 0.03 -0.04 0.200
C -1.194063 0.949703 3.909647 0.03 0.02 0.11 0.024
C -0.967740 0.551516 2.619608 0.38 0.31 -0.22 0.183
N -0.085975 1.182980 1.753661 -0.37 0.08 0.52 0.040
C 0.659866 2.201060 2.282528 -0.45 -0.52 -0.06 -0.017
N 1.616210 2.792379 1.602066 -0.11 0.41 0.14 0.095
H -0.704576 2.398570 5.454939 0.04 -0.03 -0.07 0.009
H -1.910765 0.395418 4.503762 0.05 0.05 -0.05 -0.003
H -1.503243 -0.293496 2.221750 -0.08 0.03 -0.10 0.008
C 4.552184 1.111672 0.136125 -0.09 -0.02 -0.04 0.001
N 3.106376 1.160990 0.006934 0.25 -0.21 -0.34 0.005
C 2.453014 0.908216 -1.119788 0.13 0.06 0.09 0.007
N 3.147515 0.564050 -2.217489 -0.01 0.00 -0.08 0.003
O 1.188298 0.963977 -1.197934 -0.17 0.14 0.14 0.027
H 4.803452 1.232513 1.186668 -0.01 0.01 0.00 0.000
H 5.050921 1.904732 -0.428930 -0.01 -0.01 -0.01 0.000
H 4.935106 0.143593 -0.189270 0.01 -0.02 0.01 0.000
H 2.572447 1.699393 0.696363 -0.15 0.02 0.28 0.001
H 4.142537 0.690491 -2.269220 -0.02 -0.01 0.00 0.000
H 2.634806 0.428877 -3.069828 -0.01 -0.08 -0.04 0.000
N 1.211260 3.832968 -1.069184 0.05 -0.23 0.04 0.006
C -0.089016 3.738139 -1.369880 -0.63 -0.09 0.05 0.007
N -0.981232 2.946515 -0.779035 0.06 0.22 -0.13 -0.002
C -2.295716 3.339357 -1.189868 0.17 -0.06 0.09 0.001
C -3.503593 2.993823 -0.591219 0.11 -0.07 0.00 0.000
C -4.689173 3.471642 -1.124067 -0.01 -0.03 0.06 0.000
C -4.699054 4.314809 -2.229017 -0.01 0.08 -0.07 0.000
C -3.505005 4.735171 -2.787775 0.00 0.05 -0.06 0.000
C -2.325889 4.253738 -2.242459 0.07 -0.01 -0.01 0.000
S -0.709036 4.766821 -2.626646 0.04 0.05 -0.08 0.001
H 1.488191 3.507502 -0.141215 -0.02 -0.12 0.03 0.001
H 1.709982 4.616441 -1.453327 0.04 0.01 -0.03 0.000
H -3.517630 2.374595 0.287422 -0.01 -0.07 0.06 0.000
H -5.625417 3.186410 -0.660217 0.06 0.01 -0.01 0.000
H -5.636819 4.678657 -2.630164 0.05 -0.04 0.02 0.000
H -3.488141 5.440945 -3.610383 -0.01 -0.05 0.07 0.000
```
Forces are in eV/Å.

M, u: 801.69
HOMO level (spin up / spin down), eV: -8.6 / -10.8
Relative energy (zero: lowest compared OMol25 entry of this formula, charge and spin), kcal per mole: 23.85
Gap between HOMO and LUMO (spin up / spin down), eV: 5.5 / 7.9
⟨S²⟩: 6.080
2S+1: 5
Strongest force on any atom, eV/A: 0.7
Charge: +1

=====

A structure of composition C32H29FeNO4PS2, computed with ωB97M-V/def2-TZVPD.

```
70
Properties=species:S:1:pos:R:3:forces:R:3:lowdin_spin:R:1
Fe -0.518725 1.042784 1.667475 0.03 0.50 0.37 3.717
C -3.530754 -3.597508 1.305666 -0.01 -0.01 -0.01 0.000
C -2.807464 -2.851656 2.223814 0.02 0.01 0.00 0.003
C -1.568344 -2.321167 1.879798 -0.03 0.00 0.01 0.007
C -1.032522 -2.512862 0.606030 0.02 -0.02 -0.02 0.019
C -1.771901 -3.271690 -0.307056 0.02 0.01 0.02 0.007
C -3.001024 -3.808871 0.037040 -0.02 0.00 0.01 0.003
P 0.547580 -1.748227 -0.000665 -0.05 -0.06 -0.03 0.097
C 1.356793 -3.103477 -0.803499 -0.05 -0.01 0.02 0.217
C 1.319211 -4.470233 -0.325616 -0.01 -0.04 0.00 0.135
C 1.970343 -5.476401 -0.997038 -0.01 0.00 0.03 0.049
C 2.707466 -5.240776 -2.175855 0.00 -0.04 -0.02 0.244
C 2.738633 -3.901649 -2.671459 -0.01 0.04 0.01 0.089
C 2.091958 -2.890015 -2.009880 0.06 0.04 -0.05 0.080
C 1.371478 -1.428968 1.613894 0.07 0.10 -0.01 0.042
C 2.390948 -2.245329 2.100792 -0.01 -0.02 0.01 0.005
C 3.029991 -1.922673 3.291248 0.00 -0.01 -0.01 0.007
C 2.646672 -0.783354 3.988507 0.00 0.00 0.02 0.001
C 1.635899 0.029953 3.486009 -0.05 0.04 0.02 0.010
C 0.977319 -0.255053 2.283378 0.00 -0.13 -0.28 0.023
H -4.497413 -4.010898 1.572876 0.00 0.00 0.00 0.000
H -3.203831 -2.672734 3.217304 0.00 0.00 0.00 0.000
H -1.018166 -1.748516 2.616046 0.00 -0.01 0.00 0.003
H -1.363754 -3.432919 -1.296661 -0.01 0.00 -0.01 0.004
H -3.553489 -4.391094 -0.692359 0.00 0.00 0.00 0.000
H 0.753293 -4.703321 0.570681 0.01 -0.01 0.00 0.010
H 1.911454 -6.488370 -0.601118 0.00 0.00 0.00 -0.002
H 3.213972 -6.046488 -2.693455 0.00 0.00 0.00 0.025
H 3.283819 -3.673467 -3.583737 0.00 0.01 0.01 0.003
H 2.153490 -1.880232 -2.406098 0.00 0.00 0.02 0.002
H 2.684105 -3.127079 1.540690 0.00 0.01 -0.01 0.003
H 3.826051 -2.555806 3.670840 0.00 0.00 0.00 0.001
H 3.146112 -0.521758 4.917398 0.00 0.00 0.00 0.000
H 1.360115 0.925272 4.038784 0.01 -0.01 0.00 0.001
O 0.590584 2.844627 1.897295 -0.07 -0.01 0.11 0.048
N -0.173268 3.900382 2.061614 -0.06 0.03 -0.10 0.003
C 0.236476 4.829521 2.947519 0.00 0.01 -0.02 0.003
C -0.463604 5.986173 3.159547 -0.01 0.00 0.01 0.001
C -1.645673 6.186051 2.447211 0.01 0.01 0.01 0.003
C -2.070717 5.216859 1.573685 0.00 0.00 0.00 0.000
C -1.347216 4.030396 1.369388 0.06 0.01 0.04 0.005
S -1.868091 2.768205 0.336799 0.14 -0.22 0.06 0.024
H 1.147604 4.557755 3.456840 0.00 0.00 0.00 0.000
H -0.103153 6.698199 3.887748 0.00 0.00 0.00 0.000
H -2.234797 7.082370 2.595846 0.00 0.00 0.00 0.000
H -2.996098 5.319404 1.025095 0.00 0.00 0.00 0.000
O -2.005653 2.965482 4.635492 -0.02 0.01 -0.04 0.010
C -2.290921 1.862423 4.176271 0.10 0.14 0.03 0.013
O -1.725388 1.239018 3.225200 -0.12 -0.27 -0.07 0.075
H -3.140463 1.304244 4.629564 0.00 -0.01 -0.01 0.002
C 2.975784 2.330766 -4.801217 0.00 0.00 0.00 0.000
C 1.733556 1.840781 -4.105057 0.00 -0.01 0.00 0.000
C 0.828903 2.734137 -3.541557 0.01 0.00 -0.01 0.000
C -0.315252 2.285721 -2.896591 0.03 0.01 0.06 0.000
C -0.562536 0.923369 -2.822856 0.05 -0.04 -0.02 0.000
C 0.331578 0.014364 -3.370395 -0.09 0.01 -0.04 0.001
C 1.469558 0.477734 -4.008992 0.01 0.01 -0.02 0.001
S -1.952049 0.204530 -1.939646 -0.05 -0.08 -0.03 0.002
C -3.236612 1.289851 -2.605209 0.02 0.03 0.00 0.000
O -2.191519 -1.115053 -2.585006 -0.04 -0.03 -0.07 0.001
H 3.173340 3.376505 -4.562694 0.00 0.00 0.00 0.000
H 2.879084 2.247050 -5.886922 0.00 0.00 0.00 0.000
H 3.846309 1.744026 -4.504220 0.00 0.00 0.00 0.000
H 1.030753 3.799063 -3.586616 0.00 0.00 0.00 0.000
H -0.979036 2.994650 -2.419406 0.00 -0.01 0.00 0.000
H 0.124553 -1.044593 -3.282255 0.03 0.00 0.01 0.001
H 2.174290 -0.237947 -4.418775 0.00 0.00 0.01 0.001
H -3.156168 1.326809 -3.690787 0.01 -0.02 0.00 0.000
H -3.159108 2.278189 -2.154451 0.02 0.00 -0.01 0.000
H -4.174364 0.823521 -2.306237 0.00 0.02 0.01 0.000
```
Forces are in eV/Å.

M, u: 642.54
HOMO level (spin up / spin down), eV: 1.8 / -1.9
Gap between HOMO and LUMO (spin up / spin down), eV: 2.4 / 6.0
⟨S²⟩: 8.776
2S+1: 6
Strongest force on any atom, eV/A: 0.6
Charge: -2